# 1
{"formula": "C36H36NO5P2V", "method": "ωB97M-V/def2-TZVPD", "charge": 3, "multiplicity": 2, "lumo_ev": [-10.80, -9.96], "homo_lumo_gap_ev": [5.8, 6.7], "energy_ev": -93882.477, "symbols": ["V", "O", "C", "O", "C", "O", "C", "C", "O", "O", "H", "H", "H", "H", "H", "C", "C", "C", "C", "C", "C", "C", "H", "H", "H", "H", "H", "H", "H", "H", "C", "N", "P", "C", "C", "C", "C", "C", "C", "C", "C", "C", "C", "C", "C", "P", "C", "C", "C", "C", "C", "C", "C", "C", "C", "C", "C", "C", "H", "H", "H", "H", "H", "H", "H", "H", "H", "H", "H", "H", "H", "H", "H", "H", "H", "H", "H", "H", "H", "H", "H"], "positions_angstrom": [[-0.348087, -0.361201, -0.158902], [-2.745452, 2.900226, 0.711342], [-1.751009, 2.084618, 0.571490], [-1.805442, 1.080824, -0.150724], [-0.526740, 2.524056, 1.339210], [0.548840, 1.619011, 1.192921], [1.027079, 0.995741, 2.399240], [0.508101, -0.445006, 2.472786], [0.685003, -2.395603, 3.259405], [-0.585159, -0.524305, 1.566370], [-3.527049, 2.625023, 0.197945], [-0.242397, 3.505725, 0.946776], [-0.817307, 2.670958, 2.382200], [2.115271, 1.012849, 2.357096], [0.709750, 1.563873, 3.273826], [-1.246940, 1.898183, -3.250759], [-0.017213, 1.465071, -2.514123], [0.859269, 2.402713, -1.951488], [2.023866, 2.010495, -1.309249], [2.368898, 0.663668, -1.228218], [1.541517, -0.288992, -1.822672], [0.333352, 0.110325, -2.431956], [-1.687307, 2.792798, -2.811783], [-1.997366, 1.109460, -3.289071], [-0.976964, 2.147228, -4.279789], [0.631143, 3.458346, -2.046424], [2.683431, 2.759472, -0.890514], [3.302115, 0.362860, -0.768651], [1.878345, -1.309282, -1.920095], [-0.270915, -0.625785, -2.957912], [-0.740037, -4.592203, 1.303828], [-0.499127, -3.288312, 0.645626], [-1.622983, -2.417686, -0.222784], [-3.227398, -2.495348, 0.518972], [-3.415185, -2.026862, 1.827573], [-4.651109, -2.164283, 2.429702], [-5.698238, -2.768057, 1.738355], [-5.513617, -3.240880, 0.446963], [-4.280864, -3.108137, -0.170987], [-1.671528, -2.903352, -1.934931], [-0.926739, -3.989943, -2.397798], [-0.976025, -4.326095, -3.743098], [-1.748728, -3.575094, -4.619358], [-2.486587, -2.486286, -4.160531], [-2.451114, -2.145789, -2.820662], [0.943491, -2.423062, 0.554538], [2.230492, -3.539210, 0.030249], [2.475441, -3.799675, -1.323077], [3.407786, -4.756933, -1.683403], [4.082531, -5.472478, -0.700938], [3.826325, -5.238491, 0.642877], [2.907373, -4.271139, 1.015837], [1.396015, -1.704124, 2.219561], [0.223627, -1.134264, 3.817270], [1.130729, -0.672862, 4.926047], [2.463695, -0.707098, 4.856928], [3.285126, -1.099117, 3.699266], [2.855755, -1.512527, 2.502383], [-1.348391, -5.226480, 0.661149], [-1.234064, -4.443451, 2.260911], [0.218303, -5.081695, 1.467031], [-2.596798, -1.572139, 2.369223], [-4.804212, -1.810811, 3.440205], [-6.662005, -2.879817, 2.217270], [-6.326726, -3.724372, -0.076800], [-4.140905, -3.495758, -1.170624], [-0.331119, -4.581206, -1.713000], [-0.422582, -5.181553, -4.106259], [-1.785099, -3.843418, -5.666847], [-3.096772, -1.917324, -4.849131], [-3.045916, -1.312358, -2.458647], [1.933948, -3.278307, -2.102690], [3.609384, -4.948546, -2.728454], [4.810354, -6.220487, -0.985972], [4.344760, -5.807204, 1.402748], [2.717592, -4.099211, 2.068998], [-0.822553, -1.186438, 4.116866], [0.656653, -0.339755, 5.840611], [3.019395, -0.394980, 5.731992], [4.355753, -1.010550, 3.839530], [3.575858, -1.734902, 1.725250]], "forces_ev_per_a": [[0.554, 0.349, 0.162], [0.044, -0.061, -0.036], [-0.042, 0.118, 0.033], [-0.058, -0.024, -0.101], [-0.003, 0.007, 0.002], [-0.105, -0.143, -0.169], [0.015, 0.013, -0.007], [-0.095, -0.038, -0.208], [-0.020, -0.004, 0.011], [-0.090, -0.083, 0.336], [-0.024, 0.017, 0.014], [0.005, -0.004, 0.004], [0.008, -0.005, 0.003], [0.007, -0.017, 0.026], [-0.012, -0.010, -0.001], [0.010, 0.018, 0.004], [-0.031, -0.057, 0.059], [0.047, -0.001, 0.018], [-0.034, 0.064, -0.040], [-0.042, -0.064, 0.029], [-0.101, 0.101, 0.024], [0.038, -0.067, -0.171], [0.002, 0.000, -0.006], [0.011, -0.003, -0.001], [-0.009, 0.005, -0.005], [-0.002, 0.003, 0.004], [0.002, -0.001, 0.001], [0.004, 0.004, -0.008], [0.023, 0.004, 0.030], [0.028, 0.002, 0.005], [0.020, 0.035, 0.002], [-0.022, -0.087, 0.042], [-0.061, 0.022, 0.003], [-0.027, -0.061, 0.015], [-0.007, 0.001, 0.020], [0.020, -0.002, -0.026], [-0.014, -0.007, 0.021], [0.008, -0.009, -0.011], [-0.009, 0.027, 0.009], [-0.002, -0.034, -0.031], [-0.012, 0.014, 0.000], [0.003, 0.011, 0.019], [0.007, 0.004, -0.015], [-0.003, 0.005, -0.008], [-0.023, -0.035, 0.015], [-0.032, 0.063, -0.043], [0.008, -0.014, 0.005], [-0.005, 0.002, 0.016], [-0.005, 0.007, 0.011], [0.018, -0.014, -0.036], [-0.006, 0.016, 0.034], [0.000, -0.006, -0.025], [0.036, -0.038, -0.043], [0.023, -0.011, 0.018], [0.024, -0.006, 0.007], [-0.027, -0.006, -0.028], [-0.009, -0.002, -0.006], [0.000, 0.001, 0.039], [-0.009, 0.006, 0.003], [0.007, -0.009, 0.006], [0.001, -0.007, -0.007], [-0.003, -0.005, -0.016], [0.001, -0.003, 0.003], [-0.002, 0.006, -0.003], [-0.002, 0.004, -0.002], [0.009, 0.005, -0.015], [0.001, -0.004, 0.000], [0.003, -0.001, 0.002], [-0.007, -0.001, -0.001], [-0.002, -0.001, -0.001], [-0.003, -0.007, 0.010], [-0.021, -0.007, -0.006], [-0.002, -0.001, -0.003], [-0.001, 0.001, -0.003], [-0.002, 0.000, 0.002], [-0.005, 0.013, 0.006], [0.005, 0.011, 0.009], [-0.001, 0.004, 0.002], [0.000, 0.005, 0.003], [0.003, -0.004, 0.002], [-0.003, 0.001, -0.008]]}

***

# 2
{"formula": "C36H37BF6N2O2S", "method": "ωB97M-V/def2-TZVPD", "relative_energy_ev": 0.072, "lumo_ev": -3.41, "homo_lumo_gap_ev": 2.8, "energy_ev": -72824.395, "symbols": ["C", "C", "C", "C", "C", "B", "C", "C", "C", "C", "F", "F", "F", "C", "C", "C", "F", "F", "F", "C", "O", "C", "C", "C", "C", "C", "O", "S", "H", "H", "H", "H", "H", "H", "H", "H", "H", "H", "H", "H", "H", "H", "H", "H", "H", "H", "C", "N", "C", "C", "C", "C", "C", "C", "C", "C", "C", "C", "C", "C", "C", "N", "C", "C", "C", "C", "H", "H", "H", "H", "H", "H", "H", "H", "H", "H", "H", "H", "H", "H", "H", "H", "H", "H", "H"], "positions_angstrom": [[-5.910801, 7.496244, -1.425512], [-5.144216, 6.241292, -1.503952], [-4.883119, 5.512304, -2.614291], [-4.106975, 4.340823, -2.362662], [-3.782361, 4.177167, -1.068346], [-2.928174, 2.984449, -0.430723], [-1.374832, 3.410126, -0.420826], [-0.861265, 4.126646, 0.634169], [0.473345, 4.481042, 0.642498], [1.060229, 5.242438, 1.809238], [1.652610, 6.357643, 1.343517], [0.071916, 5.561725, 2.664542], [1.967597, 4.456084, 2.417153], [1.286716, 4.124949, -0.412534], [0.761615, 3.422535, -1.477656], [1.627534, 3.029913, -2.652016], [1.605430, 1.689069, -2.766189], [1.120293, 3.597031, -3.762389], [2.884298, 3.460575, -2.438342], [-0.570624, 3.067456, -1.480498], [-3.399579, 2.739724, 0.962028], [-2.908456, 1.582090, 1.564304], [-3.233403, 0.318158, 0.722673], [-2.575094, -0.919000, 1.346660], [-4.748184, 0.127364, 0.641375], [-2.653826, 0.572743, -0.696032], [-3.136180, 1.757330, -1.253001], [-4.422949, 5.473181, -0.124067], [-6.269436, 7.807722, -2.406157], [-6.774194, 7.375280, -0.771582], [-5.291119, 8.296777, -1.021383], [-5.223897, 5.800765, -3.595785], [-3.811399, 3.635674, -3.126192], [-1.498224, 4.414808, 1.454941], [2.332004, 4.394817, -0.403889], [-0.974910, 2.521062, -2.316699], [-1.827476, 1.699027, 1.687299], [-3.352911, 1.523028, 2.562562], [-2.774772, -1.807679, 0.751005], [-1.495997, -0.793652, 1.409077], [-2.951086, -1.097675, 2.352495], [-5.003139, -0.738058, 0.031251], [-5.179394, -0.022417, 1.630484], [-5.211217, 1.006708, 0.198033], [-1.562468, 0.639113, -0.659455], [-2.914223, -0.239696, -1.381262], [6.845023, 0.284558, 1.646148], [6.585636, -1.140652, 1.432371], [7.742131, -2.013618, 1.224871], [5.254446, -1.648535, 1.340460], [4.768968, -2.170961, 0.129551], [3.507023, -2.688741, 0.044689], [2.655413, -2.734228, 1.176732], [1.364823, -3.322152, 1.138113], [0.952161, -4.351237, 0.255867], [-0.362746, -4.954694, 0.168310], [-1.574961, -4.693314, 0.822445], [-2.674140, -5.455455, 0.503906], [-2.596100, -6.479488, -0.445665], [-1.414315, -6.761091, -1.087248], [-0.286644, -5.995481, -0.778664], [1.036502, -6.046616, -1.243045], [1.572788, -6.987907, -2.220858], [1.767772, -5.071847, -0.620237], [3.141280, -2.168655, 2.381346], [4.401675, -1.645212, 2.458057], [5.901852, 0.822810, 1.729863], [7.420079, 0.435682, 2.557316], [7.399857, 0.693487, 0.803225], [7.406983, -3.039642, 1.078105], [8.308629, -1.700128, 0.350616], [8.390918, -1.986158, 2.098791], [5.400147, -2.115491, -0.741631], [3.121733, -3.000623, -0.910494], [0.663561, -3.017215, 1.895244], [-1.633042, -3.916148, 1.565536], [-3.614282, -5.263040, 0.993486], [-3.476046, -7.055970, -0.677729], [-1.347309, -7.547469, -1.817023], [0.801917, -7.671547, -2.573194], [1.970784, -6.435712, -3.071026], [2.376353, -7.565081, -1.765585], [2.827596, -4.949123, -0.750203], [2.522090, -2.217702, 3.260739], [4.783766, -1.272338, 3.392927]], "forces_ev_per_a": [[-0.225, 0.459, 0.316], [0.431, -0.569, -0.051], [0.117, -0.146, -0.224], [-0.279, 0.282, -0.666], [0.048, -0.292, 0.741], [-0.560, -0.588, 0.410], [-0.975, -0.589, -0.146], [0.573, 0.342, 0.312], [-0.215, 0.148, 0.319], [-1.437, -1.119, -2.031], [0.313, 0.146, 0.944], [0.987, 0.382, 0.443], [0.327, 0.664, 0.701], [0.659, 0.070, -0.106], [0.402, 0.068, -0.095], [-1.569, 1.051, 2.141], [0.634, -0.037, -0.831], [0.808, -0.553, -0.418], [0.260, -0.498, -0.977], [0.461, 0.057, -0.173], [-0.290, 0.225, -0.010], [-0.275, 0.233, -0.509], [0.343, 0.089, -0.001], [-0.118, 0.360, -0.155], [0.165, 0.179, -0.054], [-0.355, 0.557, 0.173], [-0.220, 0.144, -0.228], [-0.134, 0.048, -0.215], [0.034, -0.068, -0.041], [-0.117, 0.147, 0.054], [-0.073, 0.170, 0.042], [-0.120, 0.088, -0.159], [-0.003, -0.057, -0.032], [-0.184, -0.071, 0.068], [0.086, 0.060, 0.001], [-0.226, -0.156, -0.129], [0.422, -0.404, 0.079], [-0.038, -0.237, 0.097], [-0.094, -0.164, -0.168], [0.268, 0.072, 0.010], [-0.092, -0.008, 0.174], [0.008, -0.146, -0.125], [-0.011, -0.005, 0.168], [0.025, 0.032, -0.016], [0.412, -0.302, 0.333], [-0.062, -0.241, 0.062], [-0.346, -0.701, 0.235], [-1.021, -0.409, 0.010], [-0.803, 0.374, -0.288], [1.164, 0.372, 0.155], [0.371, -0.087, 0.189], [-0.319, -0.053, 0.314], [0.341, 0.312, -0.108], [0.188, -1.395, -1.064], [0.033, 1.232, 1.118], [-0.548, -0.293, -0.060], [0.615, -0.062, -0.236], [-0.079, -0.086, -0.012], [0.032, 0.192, 0.140], [0.823, -0.035, -0.328], [-0.492, 0.664, 0.671], [0.903, 1.153, 0.676], [0.204, 0.065, 0.006], [-0.877, -1.436, -0.862], [-0.458, -0.156, -0.434], [0.428, 0.226, -0.178], [0.037, -0.016, 0.006], [0.122, 0.138, 0.123], [0.076, 0.075, -0.114], [0.012, 0.026, 0.005], [0.227, -0.013, -0.141], [0.101, 0.014, 0.105], [0.075, 0.016, -0.156], [-0.026, 0.134, -0.190], [-0.256, 0.066, 0.235], [-0.111, 0.197, 0.074], [-0.126, 0.040, 0.072], [-0.101, -0.083, -0.040], [-0.108, -0.228, -0.166], [-0.011, 0.181, 0.160], [-0.055, -0.051, -0.025], [-0.041, -0.046, -0.016], [0.033, -0.373, -0.248], [-0.143, 0.089, 0.192], [0.024, 0.129, 0.154]]}